{
  "formula": "C23H27NO3",
  "method": "wB97M-V/def2-TZVPD",
  "elements": ["C", "C", "O", "C", "O", "C", "C", "C", "C", "N", "C", "O", "C", "C", "C", "C", "C", "C", "C", "C", "C", "C", "C", "C", "C", "C", "C", "H", "H", "H", "H", "H", "H", "H", "H", "H", "H", "H", "H", "H", "H", "H", "H", "H", "H", "H", "H", "H", "H", "H", "H", "H", "H", "H"],
  "positions_angstrom": [[6.9099, 1.4176, 0.5287], [5.5854, 2.1623, 0.4529], [4.5787, 1.3687, -0.1832], [3.9338, 0.4798, 0.5726], [4.1095, 0.3342, 1.7539], [2.9694, -0.3379, -0.2626], [3.6903, -1.6126, -0.7265], [2.7142, -2.5136, -1.4775], [1.4990, -2.8094, -0.6012], [0.8609, -1.5739, -0.1888], [-0.3300, -1.2331, -0.7472], [-0.8839, -1.9602, -1.5486], [-0.9433, 0.0882, -0.3038], [-2.4278, 0.1495, -0.6862], [-3.2987, -0.8475, 0.0444], [-2.8501, -1.6741, 1.0636], [-3.7183, -2.5515, 1.6933], [-5.0476, -2.6122, 1.3195], [-5.5067, -1.7900, 0.3038], [-4.6390, -0.9191, -0.3253], [-2.9392, 1.5514, -0.4464], [-3.0805, 2.4469, -1.4975], [-3.5278, 3.7369, -1.2701], [-3.8380, 4.1473, 0.0146], [-3.6990, 3.2611, 1.0697], [-3.2521, 1.9727, 0.8404], [1.7359, -0.7184, 0.5713], [7.6672, 2.0650, 0.9609], [6.8037, 0.5344, 1.1539], [7.2281, 1.1123, -0.4652], [5.2413, 2.4282, 1.4575], [5.6702, 3.0592, -0.1635], [2.6720, 0.2477, -1.1366], [4.5340, -1.3469, -1.3659], [4.0770, -2.1380, 0.1502], [3.2031, -3.4481, -1.7539], [2.3809, -2.0179, -2.3911], [0.7587, -3.3950, -1.1480], [1.8069, -3.3578, 0.2956], [-0.4183, 0.9006, -0.8156], [-0.8346, 0.2386, 0.7702], [-2.4985, -0.0790, -1.7556], [-1.8170, -1.6585, 1.3757], [-3.3490, -3.1913, 2.4820], [-5.7215, -3.2971, 1.8130], [-6.5430, -1.8305, 0.0006], [-5.0005, -0.2790, -1.1179], [-2.8419, 2.1303, -2.5035], [-3.6367, 4.4222, -2.0983], [-4.1894, 5.1529, 0.1932], [-3.9418, 3.5749, 2.0746], [-3.1550, 1.2806, 1.6648], [1.2222, 0.1848, 0.8947], [2.0767, -1.2554, 1.4645]],
  "lowdin_charge": [-0.0606, -0.2114, 0.0037, -0.4813, 0.1241, -0.1923, -0.1420, -0.1560, -0.1389, -0.0493, -0.4503, 0.0744, -0.0599, -0.2339, -0.1938, -0.0314, -0.0780, -0.0956, -0.0790, -0.0267, -0.2084, -0.0360, -0.0863, -0.0965, -0.0781, -0.0280, -0.1022, 0.0775, 0.0760, 0.0778, 0.1217, 0.1231, 0.1581, 0.1226, 0.1294, 0.1145, 0.1226, 0.1213, 0.1317, 0.1402, 0.1172, 0.1491, 0.1083, 0.1015, 0.0986, 0.1014, 0.1214, 0.1138, 0.1006, 0.0989, 0.1020, 0.1198, 0.1245, 0.1401],
  "largest_force_ev_per_a": 0.5,
  "smiles": "CCOC(=O)[C@H]1CCCN(C(=O)CC(c2ccccc2)c2ccccc2)C1",
  "total_charge": 0,
  "e_lumo_ev": 0.69,
  "de_lowest_kcal_mol": 14.52
}

{
  "formula": "C23H27NO3PTi",
  "method": "wB97M-V/def2-TZVPD",
  "elements": ["Ti", "C", "C", "C", "C", "C", "C", "C", "C", "C", "C", "H", "H", "H", "H", "H", "H", "H", "H", "H", "H", "H", "H", "H", "H", "O", "N", "O", "O", "C", "P", "C", "C", "C", "C", "C", "C", "C", "C", "C", "C", "C", "C", "H", "H", "H", "H", "H", "H", "H", "H", "H", "H", "H", "H", "H"],
  "positions_angstrom": [[-0.9342, -0.4023, -1.3454], [-1.7511, 0.2948, 3.3832], [-1.3578, 0.8724, 2.0188], [-1.7668, 2.3380, 1.9290], [-1.9372, 0.0139, 0.9094], [-2.8298, 0.5069, -0.0590], [-3.4143, -0.3462, -1.0082], [-3.1026, -1.7032, -1.0654], [-3.7025, -2.6106, -2.0989], [-2.1527, -2.1807, -0.1438], [-1.6017, -1.3469, 0.8285], [-1.3206, 0.8987, 4.1815], [-1.4020, -0.7297, 3.5137], [-2.8367, 0.3017, 3.4994], [-0.2660, 0.8179, 1.9311], [-2.8373, 2.4595, 2.1076], [-1.5261, 2.7794, 0.9612], [-1.2393, 2.9088, 2.6926], [-3.1046, 1.5517, -0.0621], [-4.0981, 0.0719, -1.7356], [-2.9335, -2.9570, -2.7908], [-4.4713, -2.0971, -2.6717], [-4.1466, -3.4861, -1.6249], [-1.8585, -3.2220, -0.1742], [-0.8755, -1.7574, 1.5179], [-0.6974, -1.3973, -3.2725], [-0.8261, -0.2596, -3.8727], [-0.4270, -0.0616, -4.9735], [-1.3987, 0.6409, -3.1584], [2.6055, 0.3630, -2.6912], [1.4852, 0.5556, -1.2690], [2.2356, 1.8245, -0.2238], [3.5846, 1.7747, 0.1267], [4.1246, 2.7518, 0.9462], [3.3221, 3.7830, 1.4191], [1.9805, 3.8435, 1.0702], [1.4397, 2.8656, 0.2488], [1.6053, -0.9948, -0.3161], [1.2613, -2.1849, -0.9776], [1.1802, -3.3854, -0.2748], [1.4304, -3.4123, 1.0854], [1.7725, -2.2380, 1.7498], [1.8498, -1.0390, 1.0628], [3.6200, 0.1332, -2.3702], [2.5986, 1.3116, -3.2292], [2.2474, -0.4136, -3.3659], [4.2119, 0.9676, -0.2337], [5.1709, 2.7154, 1.2185], [3.7496, 4.5454, 2.0568], [1.3646, 4.6566, 1.4306], [0.3998, 2.9142, -0.0492], [1.1270, -2.1920, -2.0539], [0.9435, -4.3010, -0.8018], [1.3816, -4.3469, 1.6285], [1.9913, -2.2619, 2.8098], [2.1326, -0.1344, 1.5865]],
  "lowdin_spin": [1.6941, 0.0020, 0.0066, 0.0015, 0.0249, 0.0349, 0.0167, 0.0156, 0.0022, 0.0275, 0.0198, 0.0003, 0.0001, 0.0001, 0.0019, 0.0002, 0.0009, 0.0000, 0.0047, 0.0005, 0.0005, 0.0001, 0.0003, 0.0027, 0.0009, 0.0191, 0.0150, 0.0166, 0.0100, 0.0042, 0.0271, 0.0026, -0.0002, 0.0001, 0.0000, 0.0002, 0.0022, 0.0075, 0.0074, 0.0061, 0.0043, 0.0044, 0.0076, 0.0000, 0.0003, 0.0001, 0.0000, 0.0000, 0.0000, 0.0000, 0.0023, 0.0035, 0.0001, 0.0001, 0.0001, 0.0002],
  "largest_force_ev_per_a": 0.7,
  "total_charge": 1,
  "s2": 2.005,
  "e_lumo_ev": [-3.11, -3.56],
  "spin_multiplicity": 3,
  "de_lowest_kcal_mol": 0.00
}

{
  "formula": "C23H28CrN4O2PS2",
  "method": "wB97M-V/def2-TZVPD",
  "elements": ["Cr", "S", "C", "C", "C", "C", "N", "C", "C", "C", "S", "C", "N", "H", "H", "O", "N", "N", "O", "C", "C", "C", "C", "C", "C", "H", "H", "H", "H", "H", "C", "C", "C", "P", "C", "C", "C", "C", "C", "C", "H", "H", "H", "H", "H", "H", "H", "H", "H", "H", "H", "H", "H", "H", "H", "H", "H", "H", "H", "H", "H"],
  "positions_angstrom": [[-0.8951, -1.5137, 0.0531], [-2.5920, -0.5868, -1.3641], [-3.7784, -0.0353, -0.2075], [-4.8540, 0.7267, -0.6717], [-5.8315, 1.2239, 0.1775], [-6.9044, 2.0123, -0.3567], [-7.7600, 2.6504, -0.7866], [-5.7463, 0.9512, 1.5522], [-4.6871, 0.1900, 2.0243], [-3.6944, -0.3124, 1.1794], [-2.4042, -1.2572, 1.8831], [-6.7285, 1.4512, 2.4703], [-7.5107, 1.8573, 3.2101], [-4.9176, 0.9403, -1.7306], [-4.6198, -0.0216, 3.0835], [0.2720, -3.0405, 0.9184], [1.1940, -3.5344, 0.2025], [1.2635, -3.0306, -0.9688], [0.4458, -2.0874, -1.3871], [2.2666, -3.4963, -1.8682], [2.3083, -2.9472, -3.1403], [3.2790, -3.3774, -4.0332], [4.1995, -4.3451, -3.6627], [4.1443, -4.8860, -2.3834], [3.1833, -4.4685, -1.4802], [1.5801, -2.1963, -3.4076], [3.3107, -2.9493, -5.0268], [4.9546, -4.6772, -4.3630], [4.8586, -5.6425, -2.0847], [3.1334, -4.8834, -0.4848], [0.6689, 1.1120, -2.2776], [1.5069, 1.4400, -1.0383], [1.8629, 2.9276, -1.0268], [0.7035, 0.7453, 0.5074], [2.2091, 0.2692, 1.4989], [3.1566, 1.4007, 1.8919], [1.8428, -0.5940, 2.7096], [-0.0255, 2.2404, 1.3279], [-0.3817, 1.9800, 2.7917], [-1.2915, 2.6273, 0.5570], [1.1751, 1.4750, -3.1778], [-0.3161, 1.5782, -2.2313], [0.5117, 0.0392, -2.3744], [2.4406, 0.8692, -1.1099], [0.9648, 3.5475, -1.0314], [2.4299, 3.1724, -1.9292], [2.4641, 3.2177, -0.1656], [2.7337, -0.3854, 0.7904], [2.6436, 2.1596, 2.4872], [3.5906, 1.8893, 1.0193], [3.9807, 1.0106, 2.4962], [1.3761, -0.0071, 3.4996], [2.7475, -1.0466, 3.1256], [1.1579, -1.3975, 2.4402], [0.6920, 3.0644, 1.2785], [-0.9745, 1.0677, 2.8933], [-0.9793, 2.8129, 3.1725], [0.5032, 1.8945, 3.4225], [-2.0293, 1.8255, 0.6102], [-1.0999, 2.8238, -0.4983], [-1.7341, 3.5266, 0.9937]],
  "lowdin_spin": [3.7614, 0.0215, 0.0108, 0.0019, 0.0036, 0.0005, 0.0014, 0.0035, 0.0018, 0.0101, 0.0157, 0.0005, 0.0013, -0.0005, -0.0007, 0.0246, 0.0067, 0.0138, 0.0505, -0.0006, 0.0021, -0.0001, 0.0021, -0.0001, 0.0015, 0.0002, -0.0001, 0.0001, -0.0001, 0.0001, 0.0016, 0.0041, 0.0012, 0.0395, 0.0045, 0.0015, 0.0022, 0.0059, 0.0000, 0.0005, 0.0000, 0.0001, 0.0008, 0.0000, 0.0001, 0.0003, 0.0000, 0.0000, 0.0001, 0.0000, 0.0004, 0.0000, 0.0001, 0.0018, 0.0012, 0.0002, 0.0000, 0.0000, 0.0003, 0.0000, 0.0000],
  "largest_force_ev_per_a": 0.2,
  "total_charge": -1,
  "s2": 6.022,
  "e_lumo_ev": [2.36, 2.31],
  "spin_multiplicity": 5,
  "de_lowest_kcal_mol": 0.00
}